[1]
Entry from the Open Molecules 2025 dataset: a molecular structure, C18H32N3OPSiV in a non-equilibrium geometry (ωB97M-V/def2-TZVPD).

Geometry (Å):
C -1.69334 -0.35658 2.40418
N 1.28480 1.08680 0.26735
H 3.42899 -2.42476 -2.53584
N -3.84328 1.84665 4.38186
H -2.67951 3.35939 2.53599
C 2.87735 -2.21294 -1.60579
H 1.77381 1.13670 -3.01916
H 2.95186 -0.06357 -3.64205
H 0.84345 -4.05413 1.31850
C -2.68494 -0.33764 -2.17776
C 3.39901 4.63149 0.68559
H 3.30187 1.42940 1.89731
Si -1.24920 0.84731 -1.81810
H 3.94416 5.56769 0.79188
C -2.94730 1.41132 3.46452
H -1.83764 -2.79802 1.01487
C 1.97136 2.21507 0.39243
C 1.63230 3.37041 -0.38176
H -1.90774 -3.23465 -1.55714
N -1.15292 0.51075 1.51531
C 2.45244 0.32475 -2.74660
H -0.90297 -4.65709 -1.18477
H -3.45677 0.23809 -2.70149
C -2.61573 0.04266 3.36782
C -1.60197 -3.92649 -0.76753
H -2.49935 -4.46572 -0.44283
H 0.11591 -2.72517 -2.88890
H -2.37246 -1.17673 -2.80324
H -4.25786 1.23477 5.06764
H -4.08503 2.81565 4.46727
H 2.45720 -3.14696 -1.20950
H 0.80033 3.26851 -1.08666
C 3.05884 2.32186 1.31748
C 2.34096 4.55135 -0.22399
H 3.57193 -1.79572 -0.86402
C -0.99047 -3.22536 0.43972
H -3.08931 -0.69241 4.02422
H 3.20283 0.71692 -2.05221
C -0.24320 -4.17132 1.38236
H -0.54636 -3.96371 2.41296
H -0.67273 1.29180 -3.14034
V 0.12996 -0.17767 -0.04973
H -3.12703 -0.72675 -1.25338
P 1.53619 -1.02375 -1.93025
C 0.64974 -1.85263 -3.28453
H -0.06987 -1.17177 -3.75050
H -1.00834 2.47639 0.84734
C 3.75074 3.51281 1.45411
O -0.14564 -2.14742 0.07441
C -1.46706 1.82774 1.60176
H -1.38992 -1.40003 2.29304
H -0.48552 -5.21844 1.18133
H -2.09857 1.98785 -1.33127
C -2.37763 2.30787 2.53455
H 1.39045 -2.17467 -4.02836
H 2.05996 5.41536 -0.82218
H 4.57324 3.57476 2.16409

Properties
**Multiplicity**: 2
**Frontier orbital gap (spin up / spin down)**: 7.3 / 7.6 eV
**E**: -2519.4424 Eh
**<S²>**: 0.92
**Total charge**: 0
**E_LUMO (spin up / spin down)**: 0.2 / 0.5 eV
**Energy above the lowest of the compared OMol25 structures with the same formula, charge and spin**: 0.000 eV
**E_HOMO (spin up / spin down)**: -7.086 / -7.106 eV

[2]
Entry from the Open Molecules 2025 dataset: a molecular structure, C18H32NO2P2Zr in a non-equilibrium geometry (ωB97M-V/def2-TZVPD).

Geometry (Å):
H -1.14201 -2.08105 2.98042
H 0.98672 0.14985 4.42643
C 4.32901 -2.07756 -1.21795
C -2.02260 0.61303 1.09408
H -1.36489 5.22416 1.18494
H 0.46731 -2.20462 -2.77968
C 0.52176 0.54275 3.52756
C -4.00967 3.55230 -0.17282
C -1.98997 4.39805 0.87540
H 1.66590 -0.42713 -3.88170
C -3.20227 4.62875 0.22022
H -0.79671 -4.19027 -0.02609
C 2.78435 -1.31423 0.44440
H -2.41406 0.51280 -2.82772
C -2.39076 1.98848 0.75571
H -1.20603 -1.13814 -0.43937
H 5.25824 -2.56099 -1.49446
H 0.24251 2.37247 -3.83894
H -4.23831 1.41006 -0.20370
H -3.52260 5.65024 0.01672
H -0.63406 2.89942 1.66683
C 1.33447 -0.46899 -2.84028
H 1.05017 2.66762 -2.26909
C -1.53587 -0.00905 -3.23029
P -0.07311 0.55104 -2.42091
H 2.93928 -0.03818 2.16721
H 0.06845 -2.98471 2.03377
H 2.78510 -1.75847 2.57434
H 4.61366 -2.29151 0.92377
C 2.29690 -0.96128 -1.86896
H -1.67022 -1.08940 -3.10569
C 2.43341 -0.97886 1.89804
C -1.57821 3.08346 1.14941
H -4.95242 3.73324 -0.67735
H 0.53706 -3.66203 -3.26099
C 3.98853 -1.94832 0.12228
C 3.50305 -1.57924 -2.21290
H -0.53404 0.76427 3.71672
C -0.06369 -2.20821 2.80327
H 3.75470 -1.64560 -3.25407
H -1.41940 0.22838 -4.28646
C 0.15358 2.27600 -2.76005
N 1.99369 -0.89468 -0.53182
H 0.92991 1.62870 0.31829
H 1.00937 1.47679 3.22223
H -0.71641 2.83959 -2.39934
H 0.21620 -3.57906 -1.01157
Zr -0.00907 0.18622 0.05745
H -0.35309 -1.62652 -0.15535
C -3.60797 2.24201 0.09107
H -1.92448 0.47447 2.18053
O 0.05645 -3.09123 -2.64955
H -2.73656 -0.11365 0.72447
P 0.65339 -0.71010 2.29059
H 0.42390 -2.49412 3.73400
O 0.09369 -3.80145 -0.05002

Properties
**Frontier orbital gap**: 5.4 eV
**E**: -1639.6888 Eh
**Total charge**: +1
**E_LUMO**: -4.7 eV
**Energy above the lowest of the compared OMol25 structures with the same formula, charge and spin**: 2.061 eV
**E_HOMO**: -10.147 eV

[3]
Entry from the Open Molecules 2025 dataset: a gas-phase ion, C18H32NO2S (charge +1) (ωB97M-V/def2-TZVPD).

Geometry (Å):
H 5.48614 0.65967 -2.09564
H 5.35147 0.57471 0.73897
O 1.73562 -1.62632 0.65387
H -6.74834 -1.06505 -2.24700
O -0.34776 3.48088 0.28018
S -2.50682 1.18049 1.15194
H -5.05069 -2.39947 0.79521
C 3.42599 0.63489 -0.27102
C 4.87305 -1.53740 2.52341
H 1.90263 2.83489 -0.21937
C -0.00386 2.18277 0.38202
H -4.82607 -2.00015 -0.90977
C -5.27965 -1.65896 0.02422
C 3.63216 -0.27769 -1.50068
H -2.65102 -0.78395 -0.22149
H -5.14965 0.04901 1.33288
H -2.06997 3.71780 1.42564
H -1.59506 5.03174 0.32320
C -0.15775 -0.16800 0.82495
H 3.95977 0.81186 1.80781
C 5.10200 -0.34158 -1.91661
H 3.27998 -1.47488 1.15639
H -0.73244 -1.02542 1.14343
H -7.17323 -2.59980 -0.29850
H -4.81946 0.41643 -0.36200
H 3.14229 1.25849 -2.94387
C 1.34275 1.96342 0.08055
H -7.24618 -1.19772 0.76640
C 1.96692 0.72819 0.12967
H 5.19305 -0.90122 -2.84368
H -8.30308 -0.78600 -1.46582
H 4.30917 -1.06320 3.32426
H 1.75284 0.31832 -2.40455
N 4.29000 -1.17672 1.22416
H -2.98811 -1.16537 1.49573
C -3.17105 -0.46259 0.68123
H -6.96848 0.32010 -1.17297
C 1.17851 -0.35061 0.52846
H 5.74350 -0.82603 -1.18123
C -7.22640 -0.72378 -1.33124
H 3.26897 -1.28653 -1.27832
C 4.31908 0.27558 0.92721
H 4.78399 -1.66268 0.46801
H 5.90790 -1.20310 2.58017
C -4.66353 -0.31984 0.42722
C -1.66991 3.95105 0.43677
H 3.72608 1.64328 -0.57079
H -2.33361 3.55307 -0.33271
H 2.90917 -0.38546 -3.53323
C -6.79695 -1.58556 -0.15002
H 4.84343 -2.61592 2.66289
C -0.78669 1.07142 0.74349
C 2.80550 0.26275 -2.66763
H 1.03383 -2.24981 0.87781

Properties
**Frontier orbital gap**: 7.8 eV
**SMILES**: CCCCCSc1cc(O)c([C@@H](C[NH2+]C)C(C)C)cc1OC
**E**: -1308.2615 Eh
**Total charge**: +1
**E_LUMO**: -2.6 eV
**Energy above the lowest of the compared OMol25 structures with the same formula, charge and spin**: 0.000 eV
**E_HOMO**: -10.405 eV

[4]
Entry from the Open Molecules 2025 dataset: a molecular structure, C18H32NO3P2Pd in a non-equilibrium geometry (ωB97M-V/def2-TZVPD).

Geometry (Å):
H -2.88441 -3.32043 -2.19961
O -3.43055 -0.24283 -1.35179
H 4.02000 3.85630 -2.62414
H -0.65111 0.09072 -1.62029
H 4.71199 2.45738 -0.66174
H 1.56853 -3.22000 -2.78889
H -1.56271 -2.84049 -1.53618
H 0.19858 3.60976 1.22945
C 3.33355 3.14805 -2.17503
H -2.06035 3.08267 -0.57471
C 1.54765 1.26061 -1.03655
C 2.75571 1.64440 1.70691
H -0.99403 3.59108 2.57698
H 3.20566 2.56757 1.23227
C -0.29228 2.98198 1.99059
H -2.95686 1.04774 2.66865
H 3.74554 1.13190 1.72844
H -3.70071 -1.22643 3.41481
C -2.07655 -0.85879 2.02971
C -3.00383 -1.68735 2.69655
O 1.56865 1.04722 1.43887
H 2.94516 -3.43692 -0.42581
H 0.48637 2.54316 2.63306
H 3.38929 -1.69468 -0.51086
P 1.00631 -2.04584 -0.76243
C 1.14307 2.07563 -2.00796
H 0.16804 -2.10601 -3.04055
H 2.26082 1.83210 2.65534
C 2.91671 1.32002 -0.71073
C 3.77179 2.32598 -1.16904
C -0.24384 -3.13556 -0.13213
H 1.84628 -1.44648 -2.94853
H -1.29386 -0.00218 -1.12662
H -3.60528 0.16120 -2.21803
H 3.50659 0.52684 -0.04229
N -1.20680 -1.32215 1.11208
H 1.68313 3.64304 -3.47097
P -1.15718 1.63448 1.11796
C -1.97251 0.61714 2.42041
H -3.10163 3.06987 0.88976
H -3.13837 1.67155 -0.27241
C 1.15823 -2.22051 -2.57105
H 2.64927 -2.35753 0.98623
C -1.15652 -2.68368 0.87319
H 0.14299 2.05575 -2.32685
C 2.01557 3.01033 -2.61620
O -2.32846 -2.53321 -2.09390
H -0.11119 -4.21072 -0.27833
H -3.11509 -1.16874 -1.57026
C -2.50647 2.44095 0.20419
C -2.98365 -3.06251 2.42415
H -3.68695 -3.72024 2.93040
H -1.99300 -4.65253 1.27691
H -1.30745 0.72637 3.29980
C -2.06197 -3.58006 1.52268
C 2.66172 -2.41874 -0.11223
Pd 0.17640 0.02284 -0.08329

Properties
**Multiplicity**: 5
**Frontier orbital gap (spin up / spin down)**: 5.9 / 5.4 eV
**E**: -1795.6370 Eh
**<S²>**: 6.05
**Total charge**: +1
**E_LUMO (spin up / spin down)**: -2.5 / -5.3 eV
**Energy above the lowest of the compared OMol25 structures with the same formula, charge and spin**: 1.786 eV
**E_HOMO (spin up / spin down)**: -8.421 / -10.667 eV

- The highest E belongs to which entry?
  C18H32NO2S